(1)
This record from the Open Molecules 2025 dataset describes a molecular structure, C23H48Be2ClCsFIN2O15P2S at a distorted geometry. The level of theory is the ωB97M-V functional and the def2-TZVPD basis.

Structure (ORCA input):
```
! wB97M-V def2-TZVPD RIJCOSX def2/J DEFGRID3
* xyz 0 1
C -2.25754 -3.17232 -1.90405
C -2.59065 -2.02345 -1.99238
P -3.25513 -0.41609 -1.93962
C -4.88714 -0.41139 -2.69552
C -5.66680 0.88394 -2.42963
C -5.76671 1.21468 -0.95723
I -6.50481 -0.40683 0.23849
O -2.25848 0.58932 -2.61610
C -1.61194 1.49195 -1.60824
C -0.55126 2.32219 -2.26739
H -1.90040 -4.06981 -1.44475
H -3.36314 -0.09020 -0.58106
H -4.84745 -0.61847 -3.76694
H -5.45134 -1.23755 -2.25153
H -5.21816 1.74106 -2.94130
H -6.65629 0.77420 -2.87586
H -4.82468 1.55220 -0.53240
H -6.46268 2.04224 -0.83594
H -2.40666 2.11275 -1.18882
H -1.17435 0.91056 -0.79206
H 0.26495 1.70544 -2.65082
H -0.16594 3.08561 -1.54137
H -0.93920 2.87834 -3.12433
C -4.05362 4.29090 3.89665
C -4.95393 3.06480 4.08086
C -5.42274 2.61376 2.69592
S -4.13404 3.13525 1.55528
O -4.70949 4.13082 0.62912
O -3.44420 1.96147 1.02987
C -3.10844 3.94078 2.76060
H -3.50970 4.53257 4.80347
H -4.65835 5.16042 3.62570
H -4.37633 2.26166 4.54419
H -5.80050 3.27847 4.73171
H -5.53778 1.53335 2.63663
H -6.35010 3.10129 2.39737
H -2.62573 4.81557 2.32434
H -2.36033 3.21361 3.07300
C 1.50979 1.75860 3.47424
N 0.37667 2.70995 3.63218
O -0.71380 2.25501 3.94700
O 0.60672 3.87714 3.43431
H 1.15531 0.75768 3.67661
H 1.86688 1.84186 2.45203
H 2.28022 2.04932 4.18172
C 2.55972 -5.87034 -3.01088
C 3.29155 -4.63150 -2.45431
C 4.46444 -4.27783 -3.38120
C 4.08573 -3.69423 -4.75548
C 2.74803 -2.93072 -4.75503
C 2.32027 -2.40780 -3.37874
N 2.27517 -3.54509 -2.41240
O 1.88622 -3.24228 -1.30434
C 0.89886 -1.86591 -3.57765
C 3.25594 -1.30886 -2.93425
C 3.87256 -5.00109 -1.09740
H 1.73468 -6.15974 -2.35785
H 3.24168 -6.71520 -3.08102
H 2.14725 -5.69275 -4.00668
H 5.11203 -3.56271 -2.87068
H 5.07762 -5.16560 -3.52788
H 4.88859 -3.03412 -5.08375
H 4.03556 -4.49180 -5.49757
H 2.79544 -2.10795 -5.46586
H 1.96922 -3.59686 -5.13903
H 0.19414 -2.65418 -3.85014
H 0.90158 -1.13790 -4.38688
H 0.51142 -1.36707 -2.68852
H 3.25631 -0.48305 -3.64416
H 4.28076 -1.66197 -2.83264
H 2.94853 -0.90332 -1.96629
H 4.56775 -5.82930 -1.22146
H 3.10785 -5.32214 -0.39200
H 4.41617 -4.16608 -0.65369
O -0.49244 6.72016 6.23901
Cl -1.44301 7.04582 5.20585
O -0.75457 7.37851 3.98495
O -2.26923 8.14874 5.62477
O -2.29594 5.88264 4.96129
Be -4.40031 6.10566 0.42962
O 1.55319 -1.33336 4.23646
P 0.87027 -1.46112 5.58915
O 1.09622 -2.86286 6.11587
O -0.62754 -1.22067 5.43551
O 1.45606 -0.43269 6.56297
C 6.55062 -1.19403 -0.56763
C 6.21491 -0.78448 0.83526
O 4.80257 -0.87310 0.93689
H 6.02518 -0.52577 -1.25322
H 7.62110 -1.17506 -0.79331
H 6.17639 -2.21014 -0.73320
H 6.52826 0.23841 1.05159
H 6.69930 -1.44520 1.56770
H 4.52354 -1.77852 0.74068
Cs -0.27753 -0.87663 8.02129
Be -0.77473 4.31126 -0.16161
F 2.83189 -1.97286 0.81396
*
```

Values from the calculation:
HOMO-LUMO gap ... 1.429 eV
LUMO ... -4.468 eV
E_HOMO ... -0.2167 Ha

***

(2)
This record from the Open Molecules 2025 dataset describes a molecular structure, C24H35CrN3O3PS5Sb. The level of theory is the ωB97M-V functional and the def2-TZVPD basis.

Structure (ORCA input):
```
! wB97M-V def2-TZVPD RIJCOSX def2/J DEFGRID3
* xyz -1 6
Cr -0.18145 0.47784 0.05378
S 0.97997 2.66962 4.08199
Sb -0.86104 2.62824 2.63714
S -0.71519 0.22089 2.32330
S 0.42980 2.81182 0.56289
S 1.46117 -0.96018 -3.87413
C 1.05630 0.72857 -4.14573
C 1.29478 1.49214 -5.27179
C 0.85317 2.81208 -5.28685
C 0.18082 3.34106 -4.18769
C -0.05268 2.58576 -3.05226
C 0.39407 1.25816 -3.01343
N 0.23056 0.37897 -1.98628
C 0.69821 -0.86202 -2.28824
C 0.51083 -1.92973 -1.38171
C 1.00630 -3.23407 -1.58448
C 0.78136 -4.20275 -0.62279
C 0.05691 -3.88825 0.52169
C -0.42317 -2.58671 0.71665
C -0.21991 -1.56907 -0.20275
H 1.80641 1.06677 -6.12625
H 1.03086 3.42315 -6.16314
H -0.17094 4.36502 -4.22886
H -0.57438 2.98818 -2.19450
H 1.57757 -3.45977 -2.47942
H 1.17825 -5.20337 -0.75329
H -0.11367 -4.64654 1.27788
H -0.96307 -2.37617 1.63569
C -6.93658 -0.33856 0.94261
C -5.89162 0.10127 -0.07198
N -4.55131 0.01990 0.51717
C -3.44521 0.03625 -0.29538
S -2.39385 1.35577 -0.31308
N -3.19588 -1.01527 -1.08080
C -3.72196 -2.35110 -0.83862
C -4.54748 -2.86405 -2.01716
H -7.92915 -0.33222 0.49155
H -6.94122 0.33461 1.80091
H -6.71737 -1.34482 1.29882
H -6.10433 1.12243 -0.40648
H -5.91733 -0.54448 -0.94906
H -4.42186 0.71705 1.24007
H -2.26846 -0.96479 -1.49125
H -4.33611 -2.31226 0.06056
H -2.88519 -3.02812 -0.65521
H -5.43322 -2.24684 -2.16988
H -4.86718 -3.88883 -1.82505
H -3.95751 -2.84696 -2.93336
C 4.44718 3.48498 3.24201
C 3.59437 3.20067 2.01779
O 3.37198 1.80349 1.89317
P 1.93479 1.04590 2.02299
O 1.93717 0.25155 0.54392
C 3.13505 -0.29703 -0.02390
C 3.68294 0.62752 -1.09590
O 2.47072 -0.26624 2.81454
C 2.39992 -0.48312 4.21557
C 3.64751 -1.23732 4.64131
H 4.78494 4.52280 3.22059
H 5.31566 2.82428 3.25026
H 3.86024 3.32150 4.14518
H 4.10803 3.52751 1.10802
H 2.64443 3.73173 2.08809
H 2.87173 -1.26974 -0.44235
H 3.86134 -0.43813 0.77471
H 2.97496 0.73170 -1.91902
H 4.62072 0.22984 -1.48833
H 3.86121 1.61663 -0.67425
H 1.49998 -1.06843 4.42405
H 2.32066 0.46862 4.74196
H 3.76789 -2.13274 4.03016
H 3.57044 -1.52806 5.69020
H 4.52715 -0.60653 4.50743
*
```

Values from the calculation:
HOMO-LUMO gap (spin up / spin down) ... 4.287 / 6.511 eV
LUMO (spin up / spin down) ... 2.325 / 1.791 eV
E_HOMO (spin up / spin down) ... -0.0721 / -0.1735 Ha

***

(3)
This record from the Open Molecules 2025 dataset describes a molecular structure, C31H37AsF6InN7O6S5 at a distorted geometry. The level of theory is the ωB97M-V functional and the def2-TZVPD basis.

Structure (ORCA input):
```
! wB97M-V def2-TZVPD RIJCOSX def2/J DEFGRID3
* xyz 2 1
In 1.39239 0.26843 -0.97938
C 0.67677 -4.21007 -0.46791
C 1.24524 -2.91676 -0.94169
N 1.74387 -2.01668 -0.18047
N 1.81582 -2.23757 1.15556
C 2.02444 -1.20285 1.99111
N 2.21987 -1.50029 3.26867
S 1.96889 0.41782 1.49836
C 1.25644 -2.54269 -2.38264
C 0.98779 -3.45668 -3.38503
C 1.06837 -3.04366 -4.71115
C 1.43541 -1.74220 -4.98894
C 1.68586 -0.88725 -3.92644
N 1.58931 -1.27170 -2.65949
H 0.08181 -4.03433 0.43114
H 1.46824 -4.93327 -0.25557
H 0.01152 -4.64411 -1.20740
H 1.46579 -3.10966 1.53181
H 2.21237 -2.45274 3.60473
H 2.31123 -0.76274 3.94704
H 0.73854 -4.47876 -3.14680
H 0.85282 -3.73985 -5.50956
H 1.52167 -1.38195 -6.00347
H 1.97452 0.14248 -4.09328
F -1.19509 1.92843 -4.90798
C -1.91398 1.37588 -3.91903
F -3.15960 1.82307 -3.98916
F -1.89974 0.05675 -4.08151
S -1.17284 1.84212 -2.29400
O 0.19242 1.30515 -2.57036
O -1.33799 3.26490 -2.27814
N -2.20198 1.01634 -1.43289
S -1.83302 -0.06576 -0.37162
O -0.56508 -0.71843 -0.71645
O -2.02320 0.28694 0.99784
C -3.10109 -1.40928 -0.74054
F -3.97807 -1.45219 0.24662
F -3.72498 -1.17992 -1.88194
F -2.46402 -2.57637 -0.82072
C 0.18281 4.91353 0.31616
As -0.59324 3.23167 0.78054
C -0.04470 2.80667 2.55959
C -2.49627 3.41093 0.75376
O -0.00135 2.06289 -0.28563
H -0.11390 5.66244 1.05076
H -0.16503 5.20480 -0.67168
H 1.26764 4.80914 0.31674
H -0.25967 3.65120 3.21491
H 1.02650 2.61374 2.55568
H -0.57818 1.91935 2.89469
H -2.71448 4.39323 1.17661
H -2.94592 2.62387 1.35355
H -2.85943 3.36047 -0.26628
O -0.93258 -2.58140 1.86884
S -1.25508 -1.83998 3.13417
C -2.97460 -2.13869 3.48458
C -3.58159 -3.28235 2.98750
C -4.91908 -3.50170 3.27250
C -5.62594 -2.58702 4.04287
C -5.00590 -1.44552 4.52873
C -3.66861 -1.21110 4.24237
C -0.50028 -2.80313 4.44434
C -0.30832 -2.21734 5.68624
C 0.36304 -2.92607 6.67280
C 0.84579 -4.20101 6.40690
C 0.64511 -4.77839 5.16061
C -0.03090 -4.07897 4.16902
H -3.01303 -3.97280 2.37941
H -5.41230 -4.38788 2.89726
H -6.66999 -2.76451 4.26200
H -5.56435 -0.73519 5.12161
H -3.17648 -0.31799 4.60685
H -0.68443 -1.22153 5.88632
H 0.51123 -2.48222 7.64752
H 1.37078 -4.74900 7.17714
H 1.00432 -5.77990 4.96534
H -0.21008 -4.51458 3.19357
C 0.88883 4.40510 -4.82770
C 2.21269 4.08108 -4.23360
C 3.39445 4.69432 -4.56197
C 4.56045 4.31019 -3.88107
N 4.54576 3.36327 -2.94370
C 3.40431 2.76900 -2.65247
S 3.45816 1.60655 -1.37151
N 2.25528 3.11653 -3.27898
C 5.87888 4.93872 -4.16580
H 1.00170 5.14399 -5.61610
H 0.21751 4.80089 -4.06331
H 0.42433 3.51045 -5.24082
H 3.41514 5.46140 -5.32095
H 1.39003 2.66526 -2.98158
H 5.79675 5.77951 -4.84869
H 6.54015 4.18656 -4.59922
H 6.33335 5.26097 -3.22976
*
```

Values from the calculation:
HOMO-LUMO gap ... 7.677 eV
LUMO ... -5.553 eV
E_HOMO ... -0.4862 Ha

***

(4)
This record from the Open Molecules 2025 dataset describes 2 unconnected molecules or ions with the total composition C4H8O2. The level of theory is the ωB97M-V functional and the def2-TZVPD basis.

Structure (ORCA input):
```
! wB97M-V def2-TZVPD RIJCOSX def2/J DEFGRID3
* xyz 0 1
C -1.63310 -0.55097 1.33281
C -0.81785 0.02656 0.19550
O -0.43242 -0.80168 -0.70842
C -0.51651 1.36961 0.15976
C 1.42213 0.34592 -1.27243
O 1.33764 -0.21249 -2.43833
H -1.14330 -1.43345 1.75765
H -1.81206 0.18603 2.11934
H -2.59864 -0.87782 0.93099
H -0.37703 1.84115 -0.81147
H -0.78320 2.03656 0.97556
H 1.59016 -0.22703 -0.37319
H 1.72837 1.38498 -1.32577
H 0.90070 -1.07694 -2.29820
*
```

Values from the calculation:
HOMO-LUMO gap (spin up / spin down) ... 6.920 / 6.918 eV
LUMO (spin up / spin down) ... -0.665 / -0.666 eV
E_HOMO (spin up / spin down) ... -0.2787 / -0.2787 Ha

***

Across the entries above, DFT total energy takes the values -112398.556 -134498.504 -191945.342 -8368.880 eV, respectively.
Across the entries above, energy relative to the best compared isomer or geometry (same formula, charge and spin) takes the values 0.0000 0.0000 0.3835 4.4016 eV, respectively.